[1]
Below is a cluster of 2 separate species, CH2ClOP in total, with properties calculated with wB97M-V/def2-TZVPD.

Geometry as XYZ:
```
6
Properties=species:S:1:pos:R:3:forces:R:3
Cl -0.391 1.346 -3.354 -0.0066 0.0134 -0.0236
P 0.319 0.338 1.747 0.0820 0.6883 -0.5390
H 0.458 -0.403 0.550 0.0427 0.1003 -0.2866
O 0.053 -2.117 3.063 0.0696 0.3857 -0.6180
H -0.607 1.990 -4.439 0.0074 -0.0161 0.0310
C 0.168 -1.154 2.434 -0.1949 -1.1716 1.4363
```
Positions in Å, forces in eV/Å.

Molar mass = 96.45 g/mol
Charge = 0
Energy relative to the best compared isomer or geometry (same formula, charge and spin) = 54.7 kJ/mol
Strongest force on any atom = 0.0362 Eh/bohr
SMILES = O=C=P.Cl
E_tot = -916.05083 Eh
Kohn-Sham gap = 9.558 eV

[2]
Below is a structure of composition C34H40IN6O3PbSSe2, with properties calculated with wB97M-V/def2-TZVPD.

Geometry as XYZ:
```
88
Properties=species:S:1:pos:R:3:forces:R:3
H -0.124 2.984 -2.680 -0.0371 0.0848 -0.0318
H 3.860 1.987 3.419 0.0931 0.0015 -0.0140
C 2.787 2.071 3.353 -0.0507 0.0582 -0.0059
H -2.896 -5.094 -0.434 0.0252 0.1543 -0.0763
H 0.559 -3.431 0.044 -0.0021 0.0173 0.0324
H 5.565 -0.634 -2.941 -0.0469 0.0932 0.0699
C -3.550 4.366 -0.667 -0.0043 0.1121 -0.0238
C -3.913 -3.511 2.850 -0.0291 0.0769 0.0227
H 6.014 0.457 -4.254 -0.0759 0.1204 0.0877
N -3.340 -4.585 -1.185 -0.1651 -0.4496 0.2945
H -3.986 -0.434 -0.290 -0.1558 -0.3244 0.0575
H -2.059 -3.515 1.746 -0.0396 -0.0647 0.0039
H 2.085 -2.442 4.494 0.0016 -0.0164 -0.0388
H 4.288 0.156 -1.083 0.2045 0.3305 -0.1131
C -2.311 2.314 -0.221 -0.4380 0.7877 -0.1077
C -3.508 2.986 -0.532 0.1554 -0.4107 0.0794
H 4.327 -0.053 -4.086 -0.0245 0.1313 0.0966
C 1.530 -3.237 -2.590 -0.4022 -0.3247 -0.2246
H 1.757 -1.167 0.399 0.2105 -0.1705 -0.2407
C 1.838 -0.284 -2.114 0.0202 -0.2582 -0.0479
O -1.599 -3.180 -1.462 0.3770 0.1113 0.3628
C 1.761 2.103 -2.191 0.0569 -0.0959 0.0394
C -1.191 4.416 -0.148 0.1822 -0.0919 0.0379
H 2.978 -3.545 3.426 -0.0390 0.0587 0.0106
Se 2.739 -1.996 -1.770 -0.2669 0.6542 0.5126
H 2.229 3.064 -2.042 0.0969 0.1205 -0.0124
C -0.220 0.845 -2.648 0.1489 0.0041 -0.0417
C -2.693 -3.600 -1.814 -0.1467 0.0749 -0.2452
C 2.512 0.943 -2.006 0.2190 -0.1249 -0.0836
C -3.680 0.593 -0.330 0.1151 0.2455 -0.1579
H -4.175 -2.275 -2.654 0.0832 -0.0802 -0.0380
H 4.465 3.430 -2.832 -0.0070 -0.0857 0.1499
C -4.878 -2.695 3.428 0.2304 0.1041 -0.1425
H 4.017 1.902 -0.872 0.1873 -0.1076 -0.0567
H 5.457 2.805 -4.140 0.0564 -0.1903 0.0579
H -2.392 6.144 -0.566 0.0097 0.1186 0.0143
C 0.484 -0.325 -2.413 0.0879 -0.1138 0.0033
C -1.141 3.045 -0.028 -0.1174 -0.0236 0.1226
H -0.053 -1.257 -2.480 -0.0755 -0.1636 0.0133
H 3.740 2.383 -4.069 0.0303 -0.1347 0.0847
N -2.644 -1.606 2.212 -0.2179 0.1207 0.1648
H 2.931 -1.781 3.084 -0.0005 0.0053 0.0387
H -1.263 0.787 -2.917 -0.1410 -0.0155 0.0105
H -4.468 4.871 -0.917 -0.1128 0.0938 0.0056
O -4.192 1.471 2.756 -0.2257 -0.0604 0.1561
H 1.449 -2.974 -3.646 0.0723 0.0714 0.1069
H 5.844 1.591 -2.178 -0.2395 -0.0850 -0.0907
N -2.443 0.951 -0.120 -0.5197 -0.4224 -0.2162
I -2.143 -2.078 -4.380 -0.3570 -0.1326 0.0285
N 4.964 1.375 -2.667 0.3420 0.0379 0.2870
Se 0.713 -2.898 2.480 0.6491 -0.4004 -0.3089
H 0.115 3.798 4.492 -0.0455 0.0366 0.0090
C -3.293 0.674 2.769 0.0535 0.0094 -0.1790
C -2.381 5.070 -0.470 -0.1460 0.0056 -0.0762
H 2.579 0.447 1.970 0.0475 -0.0881 -0.0251
H -3.992 -3.810 -3.532 -0.0068 0.0916 -0.0184
C -4.705 -1.319 3.376 0.1154 -0.0094 -0.0996
N -1.939 0.922 2.738 0.1671 -0.1594 0.0696
H -0.229 2.528 0.239 0.1713 0.0409 0.0140
H 2.024 -4.210 0.702 -0.0719 0.0463 -0.0244
C 1.454 -3.282 0.651 -0.3638 -0.0702 0.5186
C -1.446 2.147 3.107 0.1557 0.0522 -0.1185
N 0.741 1.221 2.458 -0.1128 0.2612 0.3674
H 2.620 3.752 4.691 0.0152 0.0176 0.0594
C 4.630 2.566 -3.472 -0.1373 0.8395 -0.5279
H -4.209 -4.959 -1.531 0.0274 0.0385 -0.0437
C 5.230 0.214 -3.536 0.2159 -0.7473 -0.5320
O -2.061 3.132 3.418 0.0744 0.1171 0.1516
H 3.255 -2.106 0.702 -0.0901 0.0627 -0.1775
S -4.799 1.831 -0.673 0.2721 0.0733 -0.0090
C 0.070 2.134 3.163 0.3011 0.4859 0.2734
C 0.715 3.074 3.963 -0.1183 -0.0192 -0.0634
C 2.381 -2.636 3.465 -0.0639 -0.1356 -0.0794
C 3.962 1.076 -1.585 -0.5692 -0.1699 0.5737
C 2.095 3.043 4.068 -0.1207 -0.1704 -0.1478
H -5.424 -0.632 3.794 -0.0434 0.0703 0.0446
C -2.825 -2.923 2.233 -0.0435 -0.2963 -0.0538
H 1.980 -4.224 -2.503 0.1170 0.0302 0.0643
C 2.068 1.201 2.557 0.2457 -0.0026 -0.0539
H -5.741 -3.129 3.908 -0.0876 -0.0003 0.0662
C -3.462 -3.029 -2.990 0.2557 0.1918 -0.2381
Pb -0.833 -0.342 1.262 0.2954 -0.2167 -0.5571
C -3.555 -0.814 2.782 -0.6014 -0.1509 0.1945
H -3.997 -4.585 2.890 -0.0215 -0.1170 -0.0320
H -0.298 5.000 0.014 0.0820 0.0730 0.0405
C 0.419 2.064 -2.531 0.0520 -0.0193 -0.0626
C 2.281 -2.110 0.205 0.1938 0.2791 0.0443
H 0.544 -3.230 -2.122 0.0685 0.1084 -0.0053
```
Positions in Å, forces in eV/Å.

Molar mass = 1104.82 g/mol
Charge = +3
Energy relative to the best compared isomer or geometry (same formula, charge and spin) = 208.4 kJ/mol
Strongest force on any atom = 0.0195 Eh/bohr
E_tot = -7564.63157 Eh
Kohn-Sham gap = 7.502 eV

[3]
Below is a structure of composition C18H32NO3P2Ru, with properties calculated with wB97M-V/def2-TZVPD.

Geometry as XYZ:
```
57
Properties=species:S:1:pos:R:3:forces:R:3
H -3.239 1.237 -1.602 -0.0002 -0.1384 -0.1636
H -3.094 -0.508 -1.929 0.0282 0.3735 -0.2764
H 0.615 2.295 -2.644 -0.3773 -0.0665 -0.0612
C 0.340 -2.300 2.730 -0.2905 -0.0537 0.1113
H -0.086 -3.050 2.052 0.1083 0.2012 0.1624
H 1.056 -2.786 3.410 -0.1753 0.1837 -0.2485
C 3.095 -2.541 -2.825 0.0568 0.0696 0.6022
C -0.482 2.201 -2.676 0.0566 0.2826 0.0691
C -1.417 0.941 1.455 0.2010 -1.1884 -0.6834
H 2.544 0.836 2.539 -0.1817 -0.2162 0.1460
H 3.806 -3.057 -3.472 -0.1706 0.1489 0.2141
C 1.986 -1.897 -3.374 -0.9531 0.5857 0.0743
C -2.482 0.184 2.072 0.4589 -0.5992 0.7814
C -2.457 3.009 2.244 -0.2596 0.0926 0.1845
C -3.453 2.282 2.921 0.4674 0.5535 -0.2765
O 2.601 2.019 -1.692 0.1404 0.0079 0.6192
H 2.497 -0.503 3.738 -0.1575 0.1312 -0.2616
C -2.762 0.487 -2.245 0.0776 -0.0353 0.2413
H -0.853 2.300 -3.709 0.1389 -0.0752 0.3740
H -0.057 -0.249 -4.096 -0.0478 -0.1350 0.2589
H -4.255 0.307 3.240 -0.0833 0.1400 0.4106
O 3.945 0.781 0.230 0.3999 -0.4300 0.2902
H 4.881 0.570 0.092 -0.2264 0.1649 0.0346
H 1.100 1.190 -0.344 -0.2587 0.4415 1.4174
C 2.328 -1.835 -0.629 -0.0741 0.5265 0.3542
H 2.697 2.941 -1.403 0.0639 -0.3725 -0.1884
C -1.476 2.314 1.497 -0.3842 0.7130 0.3723
H 4.111 -3.014 -0.955 -0.3622 0.1625 -0.3047
N 1.260 -1.170 -1.198 0.1928 -0.5143 0.0430
C 1.076 -1.245 -2.524 0.4633 -0.3478 -0.9020
P 1.168 -1.007 1.758 1.6287 -1.0506 0.1633
C -3.451 0.907 2.840 -0.0563 -0.6161 -0.7381
P -0.964 0.598 -1.982 0.0164 0.2381 -1.6771
H 3.182 1.503 -1.058 -0.3601 0.4468 -0.5101
H -0.971 -1.467 -3.166 0.3368 0.1429 -0.0265
C 2.495 -1.689 0.778 -0.4486 -0.0962 0.2139
H -2.430 4.106 2.327 0.0071 -0.6332 -0.1713
H 1.088 0.591 3.560 0.2604 -0.0829 -0.0430
C 3.267 -2.522 -1.450 -0.2407 0.0380 -0.0746
C 1.904 0.086 3.024 -0.2863 0.1146 -0.0009
H -3.023 0.672 -3.294 0.1377 0.0001 0.2198
H -3.618 -1.927 1.493 0.1932 -0.1155 -0.1094
O -1.585 -1.094 -0.253 3.1104 -0.7562 -0.2819
Ru -0.155 -0.036 0.116 -1.8255 0.5535 -0.2646
H -4.212 2.802 3.510 0.2674 -0.1835 -0.2070
H -3.430 -1.426 -0.245 -0.0303 0.3487 0.8922
H -2.351 -0.855 2.431 0.7352 0.9252 0.0239
H 3.269 -2.292 1.257 -0.1908 0.1768 -0.0044
H 1.782 -1.887 -4.448 0.1598 -0.1153 0.4370
H -0.931 2.996 -2.060 0.1377 -0.1730 -0.2074
H -0.466 -1.842 3.320 0.1779 -0.1659 -0.0664
H -0.766 2.893 0.925 0.2270 0.1848 0.1190
H 3.539 -0.072 0.544 0.0670 0.2692 -0.2484
C -3.476 -1.096 0.806 -3.3339 0.4554 0.4600
H -4.298 -0.389 0.953 -0.2125 -0.4263 -0.3416
C -0.211 -0.669 -3.093 -0.0869 0.0386 0.2426
H 0.820 1.380 0.506 0.7579 -0.1244 -1.1938
```
Positions in Å, forces in eV/Å.

Molar mass = 473.48 g/mol
Charge = +1
Energy relative to the best compared isomer or geometry (same formula, charge and spin) = 153.1 kJ/mol
Strongest force on any atom = 0.0660 Eh/bohr
2S+1 = 5
⟨S²⟩ = 6.052
E_tot = -1762.66498 Eh
Kohn-Sham gap (spin up / spin down) = 7.130 / 3.579 eV

[4]
Below is a structure of composition C6H10N3, with properties calculated with wB97M-V/def2-TZVPD.

Geometry as XYZ:
```
19
Properties=species:S:1:pos:R:3:forces:R:3
C 0.346 -2.655 2.010 1.2806 0.4944 -4.1412
C 0.513 -1.866 0.889 -2.5218 0.6650 4.9998
H 0.894 -3.593 2.109 -0.1900 0.3463 0.3263
N 1.316 -1.845 -0.150 2.0163 -0.2413 -2.6987
H 1.566 1.555 -0.095 1.5702 0.0674 -0.3519
H -0.767 3.002 -1.230 -1.0948 1.4371 0.2883
C -0.922 0.786 -1.373 -3.8771 0.0871 -3.4576
C -0.319 -0.482 0.791 -1.9640 -0.7954 -0.0082
H -0.497 -2.378 2.593 -0.2919 0.0492 0.9064
C 0.516 1.583 -0.149 0.7209 2.6828 0.4031
H 0.221 2.081 0.767 -0.4491 0.0640 0.3508
H -0.957 0.196 -2.350 0.7427 0.5671 1.2316
H 0.399 2.244 -2.284 0.3164 0.2166 0.0942
H -1.352 -0.955 0.764 0.8500 1.2439 0.2737
C -0.195 2.151 -1.383 1.0703 -2.0784 -0.6897
N -0.079 0.332 -0.340 0.6936 -3.6914 1.7156
H -0.090 0.139 1.678 -0.3609 -0.7852 -0.1858
N 1.453 -1.166 -1.047 0.1559 -0.1806 0.2229
H -2.046 0.870 -1.202 1.3327 -0.1487 0.7203
```
Positions in Å, forces in eV/Å.

Molar mass = 124.17 g/mol
Charge = +1
Energy relative to the best compared isomer or geometry (same formula, charge and spin) = 479.2 kJ/mol
Strongest force on any atom = 0.1097 Eh/bohr
E_tot = -398.48380 Eh
Kohn-Sham gap = 8.121 eV

[5]
Below is a cluster of 2 separate species, C4H6N2O in total, with properties calculated with wB97M-V/def2-TZVPD.

Geometry as XYZ:
```
13
Properties=species:S:1:pos:R:3:forces:R:3
H 1.068 -0.098 0.992 2.6191 0.3512 -0.9587
C -0.263 -0.537 0.414 -0.5676 -0.1302 -0.5782
O 1.303 0.581 -0.971 -0.2606 -0.1140 -0.2754
H 0.002 -1.590 0.482 0.1424 0.2743 0.3330
C 0.056 0.302 -0.686 -0.0782 -0.1031 0.2371
H -2.942 1.148 -0.320 0.0075 0.0325 0.0164
C -1.955 0.713 -0.297 -0.3436 0.1170 0.0402
H 3.146 0.396 -0.203 -0.6067 -0.0839 0.7976
N -0.988 1.039 -1.125 -0.0222 -0.0132 0.2925
N -1.604 -0.200 0.631 -0.3311 -0.1272 -0.2753
H 2.228 -1.125 -0.239 -0.0595 0.0483 0.0165
C 2.146 -0.051 -0.027 -0.4809 -0.2831 0.5071
H -2.196 -0.579 1.350 -0.0186 0.0313 -0.1530
```
Positions in Å, forces in eV/Å.

Molar mass = 98.10 g/mol
Charge = 0
Energy relative to the best compared isomer or geometry (same formula, charge and spin) = 347.0 kJ/mol
Strongest force on any atom = 0.0547 Eh/bohr
E_tot = -340.66275 Eh
Kohn-Sham gap = 8.999 eV

[6]
Below is a structure of composition C10H16Cl2N2Pt, with properties calculated with wB97M-V/def2-TZVPD.

Geometry as XYZ:
```
31
Properties=species:S:1:pos:R:3:forces:R:3
Cl 2.027 0.478 1.243 1.3941 -0.4746 -0.1739
C -0.875 -0.464 -1.387 -1.1708 -1.7284 -0.4166
C 0.153 3.089 1.682 0.8875 4.2272 -0.8759
H 1.817 1.179 -1.075 -0.6249 0.0917 -0.1646
Pt -0.165 1.268 1.117 -0.3767 -0.6826 0.2294
H -1.081 1.578 -0.959 0.0464 -1.0430 0.7478
H 1.502 -0.857 2.998 -0.5476 0.4657 -0.2472
H -0.671 -2.146 -2.666 -0.0245 -0.1775 0.1873
H -1.613 -0.963 -0.781 -0.6126 0.1451 -0.1102
H -1.135 -0.757 -3.571 0.1619 0.2510 1.1093
C 0.910 1.339 -1.682 -0.3217 -0.8131 -0.4255
H -0.593 3.918 1.566 0.1298 -1.1004 0.4076
C -1.272 -2.314 3.495 -0.4544 -0.1338 -0.2259
H -2.510 -1.146 2.047 -0.1363 0.3605 -0.0971
C -0.364 0.692 -0.972 2.2328 5.4556 -1.5502
N -0.474 -0.551 2.349 -0.2596 -2.5895 1.2198
C 0.060 -2.166 3.809 0.0091 0.1735 -0.0779
Cl -2.474 1.401 1.264 -1.3500 -0.1893 -0.1609
H 1.154 3.592 1.601 -0.5359 -0.9957 0.4556
H 0.783 2.420 -1.819 -0.1519 -0.1952 0.4643
H 1.215 -1.203 -4.047 -0.0826 0.0299 0.4193
H 0.677 -2.730 4.508 -0.1131 0.2813 -0.3951
C -0.512 -1.068 -2.685 1.1778 -1.0584 -1.3216
H -1.952 -3.043 3.901 0.0331 -0.0661 -0.0337
H 2.183 0.962 -3.367 0.2286 0.1648 -0.0637
H 0.517 1.206 -3.817 -0.0562 -0.1567 0.1083
H 1.619 -1.233 -2.279 -0.2331 0.1738 -0.5540
N 0.523 -1.121 3.096 -1.1896 -0.5185 0.4036
C 1.165 0.743 -3.060 0.1404 -0.4694 -0.3056
C -1.582 -1.323 2.547 2.2314 0.3103 1.0644
C 0.969 -0.780 -3.059 -0.4313 0.2616 0.3832
```
Positions in Å, forces in eV/Å.

Molar mass = 430.24 g/mol
Charge = 0
Energy relative to the best compared isomer or geometry (same formula, charge and spin) = 140.2 kJ/mol
Strongest force on any atom = 0.1185 Eh/bohr
2S+1 = 5
⟨S²⟩ = 6.075
E_tot = -1539.57529 Eh
Kohn-Sham gap (spin up / spin down) = 6.350 / 5.952 eV

[7]
Below is a cluster of 2 separate species, C4H8O2 in total, with properties calculated with wB97M-V/def2-TZVPD.

Geometry as XYZ:
```
14
Properties=species:S:1:pos:R:3:forces:R:3
H -2.714 -1.736 -0.617 1.2302 0.1881 -0.4963
O 0.642 -1.113 -0.304 3.5250 0.9469 -0.1232
H -0.253 -1.128 -0.156 -3.5973 -0.3440 0.5410
H -1.871 0.834 -0.071 0.0044 0.2677 0.4575
H 2.852 1.432 0.460 -0.9007 -2.2163 -1.2045
C 2.451 0.403 0.069 -1.7094 0.8730 0.9976
H -1.604 2.649 0.252 1.2047 -1.0230 -0.8982
H 3.120 -0.451 -0.055 -0.0585 0.4074 0.2149
O -2.220 -1.760 0.225 -2.8512 -0.3693 -0.2878
C 1.088 0.157 -0.009 1.7432 0.1994 -0.9783
C 0.167 1.313 -0.016 -0.0115 2.2755 -0.2834
H 0.769 2.194 -0.225 0.3608 0.1671 0.8730
H -3.082 -1.937 0.692 1.6414 0.1799 0.6947
C -1.139 1.647 0.015 -0.5811 -1.5525 0.4930
```
Positions in Å, forces in eV/Å.

Molar mass = 88.11 g/mol
Charge = 0
Energy relative to the best compared isomer or geometry (same formula, charge and spin) = 292.7 kJ/mol
Strongest force on any atom = 0.0711 Eh/bohr
SMILES = C=CC(=C)O.O
E_tot = -307.60095 Eh
Kohn-Sham gap = 8.664 eV

[8]
Below is an isolated molecule of C5H9N, with properties calculated with wB97M-V/def2-TZVPD.

Geometry as XYZ:
```
15
Properties=species:S:1:pos:R:3:forces:R:3
C 0.548 0.849 -0.388 0.0880 0.1007 -0.0503
C 1.475 -0.235 0.159 0.0311 0.0459 0.0037
C -0.783 -0.857 0.402 -0.0747 0.1291 -0.0805
H -1.590 2.279 -0.461 -0.0125 -0.1634 0.0498
H 0.845 -2.142 1.060 -0.0484 0.1206 -0.1159
H 2.352 -0.376 -0.481 -0.1538 0.0161 0.1083
H 0.573 0.918 -1.480 0.0111 -0.0377 0.1390
H -1.705 -1.355 0.673 0.1192 0.0501 -0.0490
H 0.652 -2.072 -0.692 -0.0254 0.0652 0.1089
N -0.819 0.408 -0.011 0.0378 -0.1791 0.0489
C -1.823 1.261 -0.186 -0.0818 0.0386 0.0132
H -2.835 0.923 -0.015 0.1341 0.0428 0.0082
C 0.568 -1.477 0.233 0.0544 -0.0383 0.0169
H 0.715 1.846 0.028 0.0050 -0.1667 -0.0638
H 1.827 0.031 1.160 -0.0841 -0.0239 -0.1372
```
Positions in Å, forces in eV/Å.

Molar mass = 83.13 g/mol
Charge = 0
Energy relative to the best compared isomer or geometry (same formula, charge and spin) = 200.1 kJ/mol
Strongest force on any atom = 0.0037 Eh/bohr
E_tot = -250.59073 Eh
Kohn-Sham gap = 7.448 eV